Entry 1:
46
Properties=species:S:1:pos:R:3:forces:R:3:lowdin_charge:R:1 method="wB97M-V/def2-TZVPD" max_force_ha_per_bohr=0.0423 multiplicity=1 charge=0 gap_ev=7.82 de_lowest_kj_mol=54.95 homo_ev=-9.69 energy_ha=-4508.65656
Y -0.23032 -0.05613 -0.19404 0.840 -1.817 0.805 1.42
Br -5.78154 -4.93940 -0.81019 0.028 -0.003 -0.005 0.77
C -4.04858 -4.19168 -0.78194 -0.065 -0.154 -0.066 -0.68
C -3.00979 -4.84841 -1.42321 0.133 -0.006 -0.039 -0.10
C -1.74152 -4.28803 -1.41656 -0.163 -0.453 -0.218 -0.01
C -1.52256 -3.08797 -0.77355 0.903 0.495 0.019 -0.24
C -2.55689 -2.46587 -0.09431 -0.192 -0.081 -0.133 -0.01
C -3.83143 -3.00412 -0.11263 0.044 0.150 0.181 -0.09
N -0.25084 -2.40530 -0.77865 -0.943 -0.233 0.277 0.03
C 0.70357 -2.70205 -1.54710 0.806 0.114 -0.251 -0.04
C 1.97838 -1.90830 -1.51887 -0.640 -0.208 0.226 -0.22
C 3.07185 -2.30359 -2.24677 0.329 -0.178 -0.315 0.00
C 4.23239 -1.53836 -2.18319 0.056 -0.160 -0.136 -0.03
C 4.26058 -0.41532 -1.38373 0.043 -0.002 0.058 -0.02
C 3.11546 -0.09140 -0.67327 -0.079 -0.033 0.009 -0.08
N 2.00503 -0.81390 -0.74446 0.091 0.004 -0.108 0.03
H -3.18936 -5.78745 -1.92717 -0.002 0.003 0.007 0.11
H -0.93403 -4.81214 -1.91285 -0.064 0.014 0.001 0.11
H -2.41105 -1.54265 0.44404 0.053 0.172 0.116 0.10
H -4.63920 -2.50122 0.39945 -0.012 -0.017 -0.022 0.11
H 0.65804 -3.51607 -2.26828 0.046 -0.059 0.005 0.13
H 3.01554 -3.19306 -2.86118 0.056 0.034 -0.006 0.12
H 5.10401 -1.82499 -2.75734 -0.025 -0.004 0.011 0.12
H 5.14101 0.20599 -1.30058 -0.007 -0.031 -0.020 0.12
H 3.08962 0.77557 -0.02423 -0.027 0.034 -0.029 0.13
O 0.54203 0.19655 3.98807 -0.007 -0.226 0.311 0.11
C 0.36546 0.59817 2.87210 -0.030 -0.011 -1.002 -0.55
O 0.18597 -0.16052 1.79442 0.359 0.523 2.079 -0.21
C 0.32450 2.08908 2.57832 0.101 0.158 -0.040 -0.11
C 0.01178 2.92921 3.64059 -0.032 0.140 0.071 0.01
C -0.06310 4.30185 3.46060 -0.024 -0.256 0.163 0.02
C 0.19333 4.79964 2.20401 -0.154 0.996 -0.068 -0.13
C 0.51822 4.01941 1.12305 0.025 -0.275 -0.107 0.03
C 0.58393 2.65136 1.32342 -0.046 -0.125 0.370 -0.03
N 0.12605 6.28594 2.00480 0.345 -0.470 0.193 -0.35
O -0.12443 6.96712 2.97454 -0.161 0.042 0.099 0.08
O 0.37569 6.71416 0.90142 -0.072 0.010 -0.198 0.08
H -0.17202 2.48677 4.61011 0.009 -0.001 -0.013 0.13
H -0.31048 4.97733 4.26630 0.000 -0.032 -0.013 0.12
H 0.70651 4.46446 0.15745 -0.003 -0.013 0.009 0.13
H 0.87655 2.07559 0.45800 0.081 -0.123 -0.055 0.06
O -1.94976 2.11330 -2.90593 0.018 -0.137 -0.028 -0.25
S -1.33085 1.22484 -1.98786 -0.686 1.077 -1.025 0.33
O -1.41569 -0.24425 -2.25334 -0.126 0.166 -0.273 -0.39
O -1.83751 1.31873 -0.54562 -0.685 0.635 -0.433 -0.43
O 0.16541 1.44707 -1.77384 -0.118 0.340 -0.408 -0.44

Entry 2:
53
Properties=species:S:1:pos:R:3:forces:R:3:lowdin_charge:R:1 method="wB97M-V/def2-TZVPD" max_force_ha_per_bohr=0.0259 multiplicity=1 charge=0 gap_ev=8.32 de_lowest_kj_mol=0.00 homo_ev=-8.36 energy_ha=-3577.49551
Rb -0.05646 -0.45490 0.23716 0.998 0.569 0.675 0.98
F -0.82328 -3.46344 -3.98486 0.037 -0.058 -0.048 0.15
C -1.61490 -2.39582 -4.00213 -0.032 -0.036 0.090 -0.69
F -2.87998 -2.78958 -4.02657 -0.073 -0.035 -0.024 0.16
F -1.35663 -1.68228 -5.09435 0.032 0.064 -0.106 0.15
S -1.31282 -1.36637 -2.51311 -0.067 0.059 -0.395 0.53
O 0.10097 -1.07246 -2.56473 0.092 0.009 -0.212 -0.39
O -2.21909 -0.25631 -2.59810 0.020 -0.029 0.061 -0.27
N -1.56424 -2.36539 -1.34255 0.044 -0.081 -0.163 -0.36
S -2.76250 -2.24926 -0.32095 -0.469 -0.339 0.129 0.56
O -4.05397 -2.56241 -0.83932 0.036 0.034 -0.008 -0.24
O -2.60985 -1.11518 0.55385 -0.414 0.019 0.095 -0.42
C -2.25463 -3.67916 0.72257 -0.008 -0.044 -0.118 -0.68
F -3.11931 -3.80120 1.72189 -0.048 -0.057 0.085 0.15
F -2.23046 -4.80230 0.01772 -0.026 -0.054 0.045 0.15
F -1.03205 -3.48006 1.24376 -0.032 0.074 -0.013 0.11
N -0.67506 3.55488 3.42475 -0.043 0.190 -0.041 0.18
C -0.25964 2.80381 4.50300 0.079 -0.190 0.025 -0.19
C -0.05363 3.10424 5.84526 -0.038 0.032 -0.024 -0.02
C 0.39596 2.07352 6.64796 -0.006 0.025 0.002 -0.09
C 0.63400 0.78955 6.13428 0.005 -0.033 -0.016 -0.09
C 0.42844 0.49841 4.80056 -0.038 0.036 -0.008 -0.01
C -0.02649 1.52578 3.97516 0.040 0.128 0.059 -0.23
N -0.28849 1.52111 2.61551 -0.051 -0.110 -0.157 0.12
C -0.66756 2.73764 2.32803 0.056 -0.106 0.139 -0.27
C -1.05127 3.20311 0.99698 -0.071 0.040 -0.088 -0.31
C -1.53668 4.43551 0.68246 -0.025 0.148 0.017 -0.35
S -1.89549 4.52068 -0.98106 0.014 -0.164 -0.069 1.06
C -1.37768 2.88802 -1.15649 -0.042 0.240 0.028 -0.43
N -0.96176 2.33790 -0.06385 0.023 -0.207 0.043 -0.01
H -0.91323 4.53021 3.43801 0.004 -0.010 -0.013 0.16
H -0.23765 4.09282 6.24608 0.011 -0.013 0.001 0.11
H 0.56876 2.25940 7.69986 -0.002 0.003 -0.009 0.10
H 0.98439 0.01577 6.80434 -0.001 -0.006 -0.015 0.10
H 0.60480 -0.49004 4.39736 0.017 -0.012 0.028 0.11
H -1.71373 5.28379 1.32420 0.017 -0.038 0.007 0.07
H -1.41641 2.37644 -2.10851 -0.006 -0.006 0.017 0.08
N 2.87400 0.00259 -2.68499 0.029 0.073 0.054 0.12
C 3.28907 0.76716 -1.65088 0.212 0.099 0.029 -0.68
N 2.66115 0.89640 -0.52711 -0.211 -0.199 0.020 0.05
C 3.38115 1.68957 0.35575 0.143 0.068 -0.101 -0.32
C 2.99493 2.01446 1.65166 -0.117 -0.053 0.029 -0.02
C 3.81945 2.81491 2.42485 -0.023 -0.019 -0.020 -0.08
C 5.02621 3.29945 1.92245 0.033 -0.001 -0.075 -0.10
C 5.42615 2.98687 0.63124 0.013 0.029 0.040 -0.10
C 4.59743 2.18444 -0.13606 -0.029 -0.012 -0.022 -0.48
S 4.83120 1.61997 -1.76905 -0.085 -0.055 0.009 1.07
H 1.93279 -0.36552 -2.66480 -0.047 0.004 -0.025 0.05
H 3.30828 0.11677 -3.58238 -0.012 -0.015 0.000 0.10
H 2.05241 1.63827 2.03233 0.079 0.036 0.015 0.08
H 3.52293 3.06382 3.43605 -0.008 -0.007 0.003 0.10
H 5.65858 3.92187 2.54146 -0.001 -0.005 -0.002 0.10
H 6.36281 3.35546 0.23320 -0.007 0.012 0.028 0.11

Entry 3:
40
Properties=species:S:1:pos:R:3:forces:R:3:lowdin_charge:R:1 method="wB97M-V/def2-TZVPD" max_force_ha_per_bohr=0.0115 multiplicity=1 charge=+1 gap_ev=6.53 de_lowest_kj_mol=0.00 homo_ev=-10.58 energy_ha=-2345.46387
Mg 0.78308 0.09044 -2.01446 0.261 0.007 0.048 0.58
S 2.48494 -1.51873 -2.45467 0.550 0.093 -0.191 0.60
C 0.99668 -2.33975 -2.30740 -0.324 -0.295 -0.033 -1.16
N -0.14570 -1.66999 -2.21882 -0.242 -0.174 -0.201 -0.11
C -1.24697 -2.50619 -2.12292 -0.109 -0.250 0.065 -0.32
C -2.57771 -2.10651 -2.04275 0.096 0.026 0.021 -0.02
C -3.55668 -3.07839 -1.96267 -0.044 0.046 0.009 -0.07
C -3.22538 -4.43340 -1.95936 0.040 -0.090 -0.012 -0.08
C -1.90605 -4.84384 -2.03607 -0.034 -0.043 0.041 -0.08
C -0.92285 -3.86893 -2.11572 0.150 0.188 -0.063 -0.45
S 0.81232 -4.05793 -2.24760 -0.136 0.061 0.026 1.08
H -2.82386 -1.05203 -2.04580 -0.052 -0.016 -0.006 0.11
H -4.59730 -2.78867 -1.90238 0.016 0.018 -0.004 0.11
H -4.00799 -5.17761 -1.90178 -0.006 0.019 0.012 0.11
H -1.65132 -5.89520 -2.02858 -0.001 0.009 -0.022 0.11
N 0.67212 1.89987 1.74732 0.000 0.135 -0.173 0.14
C 0.71631 0.99776 2.83919 0.027 -0.250 0.285 -0.22
C 0.75355 1.49447 4.12821 0.014 0.081 -0.040 -0.01
C 0.80432 0.62664 5.21305 -0.001 0.025 0.026 -0.06
C 0.82823 -0.73923 5.00710 -0.014 -0.024 -0.045 -0.06
C 0.79730 -1.24146 3.70946 0.020 -0.014 0.069 -0.09
C 0.73343 -0.37725 2.63622 -0.003 0.128 -0.422 -0.43
S 0.65411 -1.05490 0.98990 -0.113 -0.290 0.444 1.05
N 0.77667 0.32135 0.02726 -0.006 0.594 0.002 -0.32
C 0.76830 1.53692 0.45003 -0.052 -0.466 0.356 -0.32
C 0.87090 2.59901 -0.58923 0.043 0.512 -0.121 -0.16
C 1.04487 3.94235 -0.29121 -0.016 -0.189 0.049 0.02
C 1.13330 4.86309 -1.32539 -0.015 -0.054 -0.094 -0.01
C 1.05418 4.42058 -2.63422 0.018 0.096 0.110 -0.01
C 0.89694 3.06413 -2.85596 0.004 0.017 -0.028 -0.07
N 0.80455 2.17699 -1.86498 -0.050 0.073 -0.043 0.04
H 0.64380 2.87353 1.98624 -0.013 0.049 -0.021 0.13
H 0.74265 2.56661 4.29188 0.001 -0.012 -0.001 0.12
H 0.82867 1.02966 6.21592 -0.002 -0.003 -0.006 0.11
H 0.86983 -1.41925 5.84620 0.005 -0.003 -0.006 0.11
H 0.82003 -2.31020 3.53453 -0.001 0.003 0.018 0.12
H 1.13353 4.28656 0.72861 -0.008 0.009 -0.005 0.12
H 1.26782 5.91284 -1.10335 0.005 0.003 -0.014 0.13
H 1.12199 5.10949 -3.46336 -0.006 -0.044 -0.028 0.12
H 0.84740 2.66719 -3.86244 -0.004 0.026 -0.002 0.13

Entry 4:
46
Properties=species:S:1:pos:R:3:forces:R:3:lowdin_charge:R:1 method="wB97M-V/def2-TZVPD" max_force_ha_per_bohr=0.0462 multiplicity=1 charge=-1 gap_ev="1.92 / 2.29" de_lowest_kj_mol=223.49 homo_ev="-2.76 / -2.98" energy_ha=-9010.24867
Y -1.68291 0.39263 0.49967 -0.192 2.203 -0.022 0.93
O 2.92821 0.65786 -2.83120 0.082 -0.096 -0.081 0.04
C 1.92443 0.96645 -3.66745 -0.031 0.020 -0.055 -0.28
C 2.21813 1.05075 -5.02975 0.004 -0.020 0.005 -0.03
C 1.22975 1.36263 -5.94194 0.002 -0.010 -0.016 -0.10
C -0.07518 1.59757 -5.51957 -0.012 -0.029 -0.041 -0.10
C -0.37096 1.51238 -4.17318 -0.012 -0.034 0.042 -0.02
C 0.60830 1.19995 -3.23041 0.043 -0.009 -0.066 -0.07
C 0.21330 1.12755 -1.80191 -0.455 0.294 -0.048 -0.46
O -1.01308 1.33794 -1.49893 0.403 -0.949 0.068 -0.26
N 1.17810 0.87023 -0.93849 0.190 -0.055 0.127 0.04
N 0.69680 0.82800 0.35570 -0.259 -0.429 0.269 -0.08
C 1.54982 0.78058 1.30751 0.108 0.091 -0.303 -0.08
C 1.24215 0.75273 2.72229 0.052 -0.135 0.229 -0.15
C 2.34584 0.62792 3.57968 -0.025 -0.033 0.063 -0.07
C 2.21342 0.57631 4.94973 0.095 -0.022 -0.012 -0.12
C 0.93352 0.65549 5.49650 -0.122 -0.009 0.027 -0.10
C -0.17253 0.78677 4.68672 -0.050 -0.024 0.087 -0.02
C -0.06616 0.84256 3.28205 -0.164 0.089 -0.340 -0.37
O -1.14982 0.97426 2.56209 0.398 -0.610 -0.349 -0.31
H 2.53688 0.63424 -1.91850 -0.026 0.114 0.109 0.06
H 3.23677 0.86295 -5.34290 0.013 0.010 0.000 0.11
H 1.47745 1.42156 -6.99492 0.008 0.013 -0.009 0.10
H -0.84902 1.84374 -6.23414 -0.003 0.018 -0.004 0.09
H -1.37401 1.68798 -3.80800 -0.004 0.053 0.024 0.12
H 2.61084 0.77044 1.04698 -0.006 0.089 -0.036 0.12
H 3.33358 0.56452 3.13628 0.011 0.021 -0.025 0.10
H 3.08267 0.47594 5.58545 0.013 0.011 0.001 0.09
H 0.80126 0.61390 6.57129 0.004 0.014 0.012 0.10
H -1.17050 0.85064 5.10158 0.004 0.037 0.005 0.11
Se -4.45460 0.30212 0.92473 -0.051 -0.565 0.212 -0.33
Te -4.10779 2.59294 -0.05244 0.239 0.279 -0.077 0.13
Te -1.62811 3.66064 0.82032 -0.153 -0.611 1.034 0.11
Se -2.15517 5.78895 -0.09019 -0.178 1.027 -0.696 -0.45
Se -2.46968 -2.54700 -2.41993 0.676 -0.296 1.706 1.21
N -2.15692 -4.12075 -1.56726 -0.027 0.974 -0.072 -0.21
C -1.68005 -3.81774 -0.35941 -0.273 0.548 -0.751 -0.39
C -1.30816 -4.69736 0.67076 0.480 -0.178 1.313 0.02
C -0.84746 -4.16409 1.87213 -0.464 -1.519 -1.181 -0.04
C -0.75472 -2.79002 2.05386 -0.329 2.036 -1.183 -0.06
N -1.08448 -1.91563 1.09134 0.489 -0.898 1.658 0.05
C -1.53729 -2.41560 -0.07293 -0.194 -0.153 -0.683 -0.48
N -1.89665 -1.55299 -1.01580 -0.267 -1.307 -0.913 -0.29
H -1.39199 -5.76578 0.52395 0.019 -0.001 0.022 0.12
H -0.56001 -4.81961 2.68251 -0.017 -0.015 -0.036 0.11
H -0.40397 -2.36455 2.98611 -0.016 0.069 -0.013 0.13